# 1
This record from OMol25 describes the molecule C2HNO3S. The level of theory is ωB97M-V/def2-TZVPD.

```
8
Properties=species:S:1:pos:R:3:mulliken_charge:R:1
C -1.025 -0.574 1.892 0.6312
C 0.082 0.128 -0.117 0.7182
N -0.894 -0.339 0.712 -0.2513
O -1.381 -0.805 2.985 -0.3833
O 1.147 0.673 0.138 -0.5658
O -0.300 -0.174 -1.397 -0.2875
S 0.822 0.182 -2.548 -0.0714
H 1.549 0.908 -1.665 0.2099
```

Summary:
energy	-20557.117	eV
spin multiplicity	1
orbital gap	9.669	eV



# 2
This record from OMol25 describes a cluster of 2 separate species, C5H14N2O2 in total. The level of theory is ωB97M-V/def2-TZVPD.

```
23
Properties=species:S:1:pos:R:3:mulliken_charge:R:1
C -0.995 -0.110 -1.491 -0.7479
C -0.349 1.138 -0.893 -0.8121
C 1.153 1.031 -0.648 -0.2205
N 1.882 2.256 -0.894 -0.5486
C -1.612 -0.921 -0.352 0.4099
N -0.796 -1.859 0.190 -0.2030
C -1.291 -2.730 1.265 -0.8609
O -2.739 -0.736 0.066 -0.6485
H -0.280 -0.726 -1.991 0.4736
H -1.828 0.114 -2.155 0.2772
H -0.694 2.054 -1.361 0.5980
H -0.824 1.341 0.065 0.3609
H 1.530 0.192 -1.258 0.2168
H 1.322 0.663 0.364 0.1332
H 1.537 2.791 -1.671 0.1852
H 2.861 2.116 -0.839 0.2071
H 0.067 -2.157 -0.229 0.2679
H -0.483 -3.370 1.590 0.3273
H -2.089 -3.343 0.842 0.2847
H -1.682 -2.114 2.069 0.2702
H 2.075 1.838 1.784 0.3736
H 1.235 0.988 2.857 0.3164
O 2.002 1.544 2.690 -0.6605
```

Summary:
energy	-12487.164	eV
spin multiplicity	1
orbital gap	10.036	eV



# 3
This record from OMol25 describes a structure of composition C50H50N3O2ReS2Sb2. The level of theory is ωB97M-V/def2-TZVPD.

```
110
Properties=species:S:1:pos:R:3:lowdin_spin:R:1
Re -1.046 1.154 -0.577 2.4162
C -0.561 -2.565 0.680 0.0013
C -0.413 -2.217 2.168 -0.0006
C 0.596 -1.094 2.403 -0.0204
Sb -0.299 0.818 2.094 -0.0590
C 1.176 2.287 2.308 -0.0046
C 0.794 3.614 2.509 -0.0012
C 1.764 4.582 2.710 0.0008
C 3.110 4.225 2.729 -0.0031
C 3.483 2.900 2.557 0.0001
C 2.517 1.922 2.347 -0.0030
C -1.362 1.036 3.913 -0.0103
C -0.488 1.484 4.910 -0.0048
C -0.919 1.554 6.226 -0.0011
C -2.216 1.189 6.557 -0.0011
C -3.079 0.741 5.567 0.0000
C -2.654 0.658 4.249 0.0000
Sb -2.509 -2.831 -0.240 0.0013
C -3.210 -0.783 0.118 0.0072
C -3.864 -0.382 1.275 0.0352
C -4.462 0.882 1.387 0.0113
C -4.373 1.807 0.366 0.0276
C -3.748 1.431 -0.825 0.0003
C -3.209 0.141 -0.959 0.0009
C -3.535 -3.687 1.406 0.0004
C -4.919 -3.551 1.511 0.0004
C -5.613 -4.192 2.527 0.0001
C -4.931 -4.992 3.437 0.0001
C -3.557 -5.153 3.325 0.0001
C -2.862 -4.504 2.312 0.0001
H -0.008 -3.477 0.444 0.0003
H -0.099 -1.798 0.049 0.0023
H -0.068 -3.095 2.715 -0.0002
H -1.371 -1.966 2.637 0.0000
H 1.510 -1.211 1.818 -0.0002
H 0.879 -1.008 3.457 -0.0032
H -0.252 3.897 2.543 0.0006
H 1.471 5.611 2.875 0.0003
H 3.864 4.982 2.905 -0.0002
H 4.526 2.608 2.602 0.0000
H 2.845 0.894 2.241 -0.0002
H 0.526 1.793 4.686 -0.0005
H -0.235 1.900 6.990 -0.0001
H -2.552 1.252 7.584 -0.0001
H -4.089 0.445 5.818 0.0000
H -3.337 0.282 3.512 0.0003
H -3.974 -1.095 2.087 0.0012
H -5.012 1.137 2.285 -0.0001
H -4.822 2.787 0.462 0.0012
H -3.769 2.091 -1.684 -0.0001
H -2.982 -0.205 -1.958 0.0043
H -5.476 -2.951 0.797 0.0002
H -6.687 -4.085 2.597 0.0000
H -5.473 -5.498 4.224 0.0000
H -3.027 -5.793 4.018 0.0000
H -1.791 -4.659 2.234 0.0000
C 4.804 -3.399 0.512 0.0000
C 5.508 -2.384 -0.375 0.0000
N 4.592 -1.403 -0.992 0.0001
C 4.255 -1.570 -2.405 -0.0002
C 3.484 -2.857 -2.659 0.0000
C 4.118 -0.440 -0.203 -0.0004
O 4.353 -0.346 0.998 -0.0006
C 3.234 0.672 -0.738 -0.0007
C 3.746 1.942 -0.984 0.0187
C 2.875 3.014 -1.119 -0.0015
C 1.520 2.808 -0.972 0.0157
N 1.014 1.573 -0.778 0.0024
C 1.866 0.528 -0.686 0.0184
H 5.538 -4.084 0.938 0.0000
H 4.080 -3.992 -0.048 0.0000
H 4.300 -2.898 1.338 0.0000
H 6.034 -2.873 -1.194 0.0000
H 6.244 -1.826 0.203 0.0000
H 5.187 -1.575 -2.974 0.0000
H 3.687 -0.700 -2.737 -0.0001
H 4.060 -3.728 -2.347 0.0000
H 3.277 -2.971 -3.722 0.0000
H 2.536 -2.864 -2.113 0.0000
H 4.818 2.099 -1.026 0.0008
H 3.242 4.017 -1.295 -0.0003
H 0.816 3.627 -0.999 0.0001
H 1.420 -0.448 -0.546 0.0026
S -1.842 5.595 0.626 0.2739
C -1.586 4.095 0.287 0.0813
N -1.394 2.933 0.026 0.0662
O -0.552 -0.335 -1.897 0.0915
S -0.738 -0.576 -3.440 0.0137
C -1.647 0.861 -3.957 0.0050
C -2.705 0.640 -4.825 0.0003
C -3.484 1.721 -5.228 0.0007
C -3.212 2.994 -4.750 0.0001
C -2.155 3.204 -3.867 0.0011
C -1.364 2.138 -3.471 0.0056
C 0.825 -0.429 -4.245 0.0026
C 1.091 -1.488 -5.107 -0.0003
C 2.215 -1.429 -5.923 0.0001
C 3.062 -0.337 -5.852 -0.0003
C 2.798 0.712 -4.968 0.0002
C 1.673 0.679 -4.170 0.0005
H -2.927 -0.359 -5.184 0.0001
H -4.307 1.561 -5.913 0.0001
H -3.821 3.830 -5.068 0.0000
H -1.937 4.203 -3.509 0.0001
H -0.495 2.331 -2.849 0.0025
H 0.420 -2.339 -5.158 0.0000
H 2.418 -2.233 -6.617 0.0000
H 3.933 -0.288 -6.493 0.0000
H 3.463 1.566 -4.931 0.0001
H 1.452 1.514 -3.523 0.0001
```

Summary:
expectation value of S²	3.83
charge	+3
energy	-98075.814	eV
spin multiplicity	4
orbital gap (alpha / beta)	5.458 / 5.308	eV



# 4
This record from OMol25 describes a cluster of 4 separate species, C33H71FN10O5P4 in total. The level of theory is ωB97M-V/def2-TZVPD.

```
124
Properties=species:S:1:pos:R:3:mulliken_charge:R:1
O 2.334 -3.430 -2.482 -0.4860
C 1.334 -2.974 -3.081 0.2834
O 0.129 -3.755 -3.329 -0.2783
P -0.827 -2.888 -4.477 0.6298
F -0.071 -3.179 -6.008 -0.3669
C -2.560 -3.626 -4.629 -0.8939
C -3.545 -3.276 -3.405 -0.6212
C -4.721 -2.213 -3.802 -0.5197
C -4.545 -0.793 -3.066 -0.4595
N -4.088 0.314 -3.947 0.3227
C -3.377 1.480 -3.444 -0.4087
C -3.008 2.535 -4.512 -0.1916
C -3.602 1.909 -5.833 -0.7902
C -4.239 0.556 -5.368 -0.2121
C 1.338 -1.433 -3.590 0.2516
C 2.036 -1.074 -4.957 -0.1994
C 2.024 0.386 -5.495 -0.5398
C 1.291 1.455 -4.616 -0.4290
C 0.624 1.127 -3.231 -0.3474
C 0.645 -0.333 -2.701 -0.2153
H -2.575 -4.774 -4.803 0.4046
H -3.038 -3.183 -5.587 0.2984
H -3.026 -2.951 -2.441 0.4096
H -4.113 -4.253 -3.149 0.3097
H -5.741 -2.643 -3.469 0.3675
H -4.776 -2.072 -4.945 0.2400
H -3.796 -0.938 -2.215 0.3249
H -5.563 -0.513 -2.608 0.1829
H -3.114 1.640 -2.338 0.3852
H -2.478 3.538 -4.425 0.3148
H -3.557 2.364 -6.874 0.3196
H -4.793 -0.163 -6.076 0.2190
H 2.515 -1.970 -5.501 0.3328
H 2.509 0.614 -6.505 0.3251
H 1.265 2.541 -4.991 0.2984
H 0.088 1.922 -2.598 0.2973
H 0.193 -0.679 -1.705 0.3766
O -1.755 3.690 0.300 -0.8950
P -2.154 5.151 0.594 1.1373
N -3.823 4.744 0.640 0.1907
C -4.959 5.437 0.070 -0.9414
C -4.235 3.985 1.821 -1.0333
N -1.664 5.679 -0.976 0.2681
C -2.535 5.557 -2.133 -1.3332
C -0.326 5.222 -1.367 -1.1936
N -2.568 6.828 0.977 0.1175
C -2.949 7.116 2.353 -0.9692
C -2.645 7.981 0.103 -0.9313
H -5.159 6.402 0.549 0.2098
H -5.875 4.845 0.171 0.4191
H -4.861 5.594 -1.002 0.1749
H -4.450 4.647 2.668 0.3136
H -3.455 3.285 2.136 0.2388
H -5.123 3.378 1.620 0.4071
H -2.946 4.544 -2.233 0.3337
H -2.012 5.804 -3.063 0.4612
H -3.344 6.284 -2.091 0.2214
H -0.338 4.187 -1.729 0.3680
H 0.366 5.279 -0.522 0.3227
H 0.082 5.855 -2.161 0.3889
H -4.038 7.186 2.458 0.2888
H -2.508 8.050 2.712 0.4098
H -2.595 6.330 3.026 0.1920
H -3.558 7.967 -0.499 0.2802
H -1.779 8.064 -0.555 0.2805
H -2.655 8.918 0.671 0.3695
O 2.596 4.779 4.208 -0.8323
P 2.633 3.465 3.401 0.9036
N 1.009 3.085 3.813 0.1566
C 0.430 1.821 4.217 -0.8712
C 0.001 3.915 3.153 -1.4187
N 3.764 2.740 4.489 0.2431
C 3.339 2.090 5.718 -1.0973
C 4.918 3.591 4.802 -1.1229
N 2.721 1.999 2.415 0.1158
C 2.031 2.025 1.132 -1.1756
C 3.338 0.722 2.714 -0.9452
H 0.423 1.075 3.415 0.2297
H -0.612 1.946 4.531 0.3749
H 0.921 1.393 5.087 0.1856
H -0.240 3.533 2.156 0.5417
H 0.348 4.947 3.039 0.3555
H -0.923 3.969 3.739 0.3504
H 2.667 2.725 6.311 0.3014
H 4.193 1.820 6.348 0.3877
H 2.859 1.137 5.507 0.2701
H 4.678 4.340 5.566 0.3388
H 5.267 4.117 3.908 0.3623
H 5.755 2.989 5.168 0.3179
H 1.064 1.513 1.190 0.2909
H 2.622 1.553 0.341 0.5245
H 1.849 3.053 0.809 0.2339
H 2.730 0.135 3.407 0.3016
H 4.345 0.831 3.119 0.2845
H 3.465 0.114 1.811 0.3702
O 3.224 -5.103 2.501 -0.8205
P 3.322 -6.332 1.575 0.8797
N 1.683 -6.179 1.082 0.1107
C 0.671 -7.199 0.911 -0.8230
C 1.416 -5.047 0.193 -1.2729
N 3.498 -7.417 2.909 0.2415
C 2.350 -7.932 3.638 -1.0859
C 4.504 -6.995 3.890 -1.1197
N 3.514 -7.718 0.492 0.0266
C 3.615 -7.432 -0.934 -1.1346
C 3.530 -9.133 0.799 -0.9032
H 0.880 -7.878 0.078 0.2134
H -0.309 -6.753 0.708 0.3681
H 0.513 -7.790 1.810 0.1757
H 1.629 -5.300 -0.851 0.4664
H 2.029 -4.181 0.457 0.3254
H 0.375 -4.715 0.266 0.3745
H 1.663 -7.133 3.947 0.2986
H 2.654 -8.484 4.534 0.3868
H 1.815 -8.672 3.046 0.2560
H 4.113 -6.233 4.575 0.3353
H 5.386 -6.583 3.391 0.3630
H 4.843 -7.847 4.489 0.3182
H 2.660 -7.606 -1.442 0.2962
H 4.380 -8.044 -1.420 0.4266
H 3.902 -6.390 -1.101 0.3434
H 2.523 -9.513 0.992 0.2849
H 4.174 -9.368 1.648 0.2940
H 3.937 -9.723 -0.030 0.3658
```

Summary:
energy	-100366.772	eV
spin multiplicity	1
orbital gap	6.523	eV



# 5
This record from OMol25 describes a cluster of 2 separate species, C5H16N2O in total. The level of theory is ωB97M-V/def2-TZVPD.

```
24
Properties=species:S:1:pos:R:3:mulliken_charge:R:1
C 0.791 -1.617 -0.685 -1.6059
C 0.263 -0.397 -1.420 0.4914
C 0.664 0.925 -0.772 -1.0449
C 0.174 1.207 0.629 -0.8804
C -1.925 1.258 1.856 -0.2109
N -1.302 1.351 0.764 0.0613
N 0.777 -0.438 -2.849 -0.2530
H 0.328 -1.725 0.287 0.3600
H 0.471 -2.558 -1.145 0.4731
H 1.857 -1.570 -0.520 0.4630
H -0.812 -0.508 -1.479 0.2098
H 0.489 1.759 -1.468 0.4783
H 1.762 0.967 -0.716 0.4691
H 0.620 2.159 0.912 0.3410
H 0.504 0.495 1.367 0.4844
H -2.986 1.151 2.057 0.3342
H -1.359 1.205 2.789 0.3251
H -1.792 1.448 -0.135 0.3252
H 1.464 -1.205 -2.976 0.4038
H 1.290 0.398 -3.142 0.3708
H 0.056 -0.636 -3.547 0.3700
H -1.135 -1.581 3.219 0.3091
H 0.208 -1.132 3.853 0.3067
O -0.406 -0.959 3.123 -0.5810
```

Summary:
charge	+2
energy	-10455.515	eV
spin multiplicity	1
orbital gap	10.664	eV



# 6
This record from OMol25 describes a cluster of 7 separate species, H14O6S2 in total. The level of theory is ωB97M-V/def2-TZVPD.

```
22
Properties=species:S:1:pos:R:3:mulliken_charge:R:1
S 4.398 -1.534 -0.048 -0.1334
S 3.455 0.073 -1.092 -0.1072
H 3.409 -1.814 0.831 0.1120
H 2.145 -0.224 -0.929 0.1198
H -0.842 0.495 2.378 0.3064
H -2.128 0.799 1.897 0.3636
O -1.723 0.098 2.456 -0.6329
H -1.524 -1.854 1.381 0.3299
H -2.630 -2.226 0.406 0.2957
O -1.689 -2.031 0.436 -0.6831
H 0.637 1.828 -3.299 0.3025
H -0.244 1.087 -2.318 0.3190
O 0.088 1.982 -2.523 -0.6213
H -1.269 -1.260 -1.257 0.3765
H -2.094 -0.260 -2.079 0.3013
O -1.231 -0.708 -2.031 -0.6420
H -0.425 1.597 -0.150 0.3007
H -1.674 2.410 -0.200 0.3102
O -1.042 2.042 0.415 -0.6061
H 1.340 -0.874 1.580 0.2200
H 1.897 0.489 2.050 0.3201
O 1.145 -0.114 2.096 -0.5517
```

Summary:
energy	-34182.646	eV
spin multiplicity	1
orbital gap	8.968	eV